Entry 1:
This record from OMol25 describes a structure of composition C40H59Br4N3OSSiTm. The level of theory is ωB97M-V with the def2-TZVPD basis set.

Geometry as XYZ:
```
110
Properties=species:S:1:pos:R:3:mulliken_charge:R:1
Tm 0.24762 -0.29132 -0.05186 -0.41
C -3.91530 -0.43768 -1.41708 -1.77
C -2.61995 -1.19578 -1.42052 1.17
C -2.24734 -2.01533 -0.35080 -0.81
C -1.08865 -2.80030 -0.40567 0.19
C -0.84805 -3.89563 0.59587 -1.88
C -0.25353 -2.68097 -1.52843 -0.81
C -0.62100 -1.88319 -2.62401 1.26
C 0.20060 -1.88274 -3.88231 -1.55
C -1.80296 -1.15387 -2.55016 -0.28
H -4.47783 -0.66720 -2.32228 0.49
H -3.73231 0.64003 -1.41686 0.24
H -4.53426 -0.69882 -0.56060 0.40
H -2.94327 -2.17129 0.46516 0.64
H -1.32553 -4.80482 0.22402 0.48
H -1.29388 -3.66883 1.56411 0.33
H 0.21239 -4.10684 0.72612 0.37
H 0.55353 -3.39800 -1.64095 0.71
H -0.44655 -1.81882 -4.75583 0.49
H 0.79382 -2.79262 -3.96108 0.43
H 0.87743 -1.02392 -3.90710 0.03
H -2.12746 -0.58091 -3.41042 0.51
Br -3.61445 -0.84479 5.89132 -0.05
C -2.65044 -0.55316 4.31365 -0.78
C -3.25703 -0.01862 3.18196 -0.99
C -2.50490 0.10502 2.03521 -0.68
N -1.21533 -0.24389 1.93744 1.09
C -0.60889 -0.68930 3.05584 0.53
C -1.30019 -0.87277 4.24463 -0.85
C 0.84301 -1.00521 2.99177 0.93
C 1.61560 -0.94073 4.13972 -1.00
C 2.95352 -1.31250 4.08410 -0.49
Br 4.02602 -1.25992 5.61907 -0.04
C 3.47191 -1.74206 2.86816 -0.96
C 2.64510 -1.73879 1.76689 -0.38
N 1.35515 -1.36742 1.79664 0.34
H -4.29665 0.27649 3.19644 0.55
H -2.96173 0.51050 1.13870 0.76
H -0.80807 -1.28982 5.11036 0.75
H 1.19993 -0.59437 5.07394 0.63
H 4.49718 -2.07384 2.78816 0.52
H 3.03136 -2.07080 0.81229 0.66
C -2.51961 2.98372 -5.29373 -2.01
C -1.00451 2.89932 -5.53832 2.83
C -0.62898 1.40872 -5.62901 -2.00
C -0.68196 3.59701 -6.87551 -1.80
Si -0.01864 3.82894 -4.18775 -2.32
Br -0.29139 1.59627 -1.79352 0.83
C 1.89730 3.76280 -4.23675 2.80
C 2.39523 2.48303 -4.92647 -1.90
C 2.53266 3.82134 -2.83605 -1.81
C 2.36303 4.98777 -5.04969 -1.66
C -0.87938 5.23595 -3.21169 2.77
C 0.03994 5.82617 -2.13111 -1.97
C -2.16822 4.75921 -2.51803 -1.68
C -1.22487 6.34376 -4.22683 -1.74
H -3.02491 2.45396 -6.10341 0.66
H -2.88592 4.00999 -5.31005 0.41
H -2.80740 2.51452 -4.35120 0.28
H -1.33560 0.92061 -6.30345 0.62
H -0.68860 0.92498 -4.65186 0.21
H 0.36546 1.25770 -6.04215 0.35
H -1.28093 3.13306 -7.66170 0.52
H 0.36630 3.49049 -7.16005 0.35
H -0.92983 4.66065 -6.85465 0.40
H 2.03183 1.58645 -4.41840 0.16
H 3.48701 2.47225 -4.89720 0.65
H 2.10408 2.44536 -5.97571 0.38
H 2.12392 3.05021 -2.18082 0.09
H 2.39668 4.79360 -2.36800 0.29
H 3.60684 3.65441 -2.94440 0.71
H 1.98655 4.96802 -6.07417 0.38
H 3.45394 4.98627 -5.09647 0.51
H 2.05328 5.92782 -4.58868 0.37
H 0.33054 5.07099 -1.39729 0.21
H -0.50716 6.61587 -1.61162 0.71
H 0.93228 6.28354 -2.55879 0.34
H -1.97509 3.90898 -1.86155 0.08
H -2.94136 4.48001 -3.22959 0.36
H -2.55829 5.58510 -1.91926 0.57
H -0.34024 6.72024 -4.74524 0.40
H -1.67447 7.18063 -3.68879 0.52
H -1.94556 6.00807 -4.97381 0.33
Br 5.03759 -2.80742 -3.43650 -0.08
C 4.36180 -1.36216 -2.43215 -0.63
C 5.09912 -0.20217 -2.23482 -0.45
C 4.51333 0.82536 -1.51229 -0.87
C 3.23554 0.66257 -1.01395 -0.10
N 2.52327 -0.46413 -1.18725 0.91
C 3.09273 -1.45378 -1.88288 -0.44
H 6.09861 -0.10985 -2.63819 0.50
H 5.04886 1.74852 -1.33905 0.62
H 2.75867 1.45433 -0.44927 0.28
H 2.52816 -2.36740 -2.01744 0.50
C 3.18485 3.57904 1.68001 -1.09
C 1.78280 3.79375 2.22493 -0.69
S 0.55865 3.08399 1.08759 0.80
O 0.80165 1.56997 1.19294 -0.09
C -0.92138 3.42125 2.09207 -0.07
C -1.54947 4.73714 1.65081 -1.21
H 3.92213 3.99410 2.36490 0.46
H 3.31203 4.07153 0.71466 0.27
H 3.38903 2.51281 1.57313 0.19
H 1.54098 4.85440 2.31192 0.51
H 1.63829 3.29974 3.18610 0.41
H -0.63235 3.44548 3.14238 0.59
H -1.59573 2.58368 1.92382 -0.23
H -0.86137 5.57298 1.78241 0.34
H -2.43322 4.94412 2.25219 0.46
H -1.84842 4.69747 0.60337 0.20
```

Output
expectation value of S² = 2.002
DFT total energy = -377350.9979 eV
energy above the lowest of the compared OMol25 structures with the same formula, charge and spin = 0.0 kcal per mole
E_HOMO (spin up / spin down) = -0.603 / -0.603 Ha
total charge = +3
2S+1 = 3

=====

Entry 2:
This record from OMol25 describes a cluster of 3 separate species, C21H38N4O6 in total. The level of theory is ωB97M-V with the def2-TZVPD basis set.

Geometry as XYZ:
```
69
Properties=species:S:1:pos:R:3:mulliken_charge:R:1
O 5.88996 -5.23985 -1.41927 -0.39
O 5.46215 -4.19833 -2.18579 -0.20
C 5.40636 -4.69121 -3.57107 -0.32
C 3.85889 -4.66387 -4.05194 0.45
C 3.52235 -4.30964 -5.52798 -0.32
N 2.21896 -4.24525 -6.10169 -0.56
C 1.24385 -4.55030 -5.09049 0.40
C -0.27715 -4.51455 -5.53794 -0.33
C -1.46222 -4.79438 -4.58915 -0.54
C -1.11603 -5.09428 -3.07964 -0.32
C 0.34764 -5.13698 -2.59965 -0.51
C 1.54156 -4.86629 -3.60610 0.45
N 2.87087 -4.93393 -3.06122 -0.38
H 5.26608 -5.37747 -0.66999 0.33
H 6.04419 -3.99823 -4.21651 0.29
H 5.80721 -5.77144 -3.53137 0.28
H 4.40875 -4.07727 -6.22779 0.28
H -0.51814 -4.26820 -6.63322 0.31
H -2.54713 -4.76087 -4.93274 0.33
H -1.96493 -5.27143 -2.34266 0.40
H 0.61503 -5.33465 -1.49465 0.34
C 1.63258 -0.75116 1.55256 -0.72
O 0.42759 -0.53162 2.26906 -0.40
C -0.42125 0.43942 1.65012 -0.64
C -1.70802 -0.22376 1.15739 -0.07
N -1.44098 -1.09862 0.01510 -0.34
C -2.57719 -1.94540 -0.35314 -0.60
C -3.01329 -3.01256 0.66425 -0.61
O -2.05055 -4.04407 0.86405 -0.41
C -1.07461 -3.75464 1.85426 -0.52
H 2.25955 -1.42415 2.14057 0.25
H 1.43089 -1.22409 0.58730 0.31
H 2.17404 0.18899 1.40301 0.34
H 0.08634 0.97815 0.84199 0.42
H -0.67988 1.16973 2.42217 0.21
H -2.42287 0.55068 0.86177 0.38
H -2.13413 -0.78745 1.99455 0.13
H -0.65364 -1.69904 0.23578 0.03
H -2.29584 -2.45863 -1.27891 0.34
H -3.43404 -1.30735 -0.59667 0.40
H -3.89708 -3.50974 0.24985 0.38
H -3.33324 -2.58110 1.61880 0.36
H -1.46616 -3.11965 2.65355 0.31
H -0.19629 -3.29293 1.39616 0.13
H -0.75078 -4.70052 2.29482 0.30
C 1.00884 7.13780 3.90022 -0.73
O -0.30695 7.45675 3.47475 -0.34
C -0.36354 7.89242 2.11472 -0.79
C -1.13542 6.87928 1.26792 -0.19
N -0.37247 5.64085 1.11002 -0.34
C -1.14624 4.54709 0.51872 -0.66
C -2.32160 3.99539 1.34051 -0.55
O -1.92515 3.33428 2.53800 -0.30
C -1.77449 4.18902 3.66232 -0.70
H 0.97536 6.91343 4.96793 0.24
H 1.38459 6.25548 3.37468 0.31
H 1.68555 7.98418 3.74232 0.34
H 0.63217 8.08441 1.70000 0.40
H -0.91184 8.83999 2.11015 0.39
H -1.33475 7.31043 0.28180 0.37
H -2.09381 6.69149 1.76424 0.19
H -0.03831 5.34035 2.01949 0.08
H -0.44293 3.72563 0.34630 0.33
H -1.51058 4.85951 -0.46611 0.42
H -2.80991 3.22953 0.72816 0.32
H -3.08871 4.75074 1.54217 0.41
H -2.45758 5.04220 3.63282 0.33
H -0.73969 4.53155 3.74108 0.21
H -1.99197 3.60611 4.56027 0.30
```

Output
DFT total energy = -40627.4835 eV
structure (SMILES) = OOCc1cnc2ccccc2n1.COCCNCCOC.COCCNCCOC
E_HOMO = -0.314 Ha

=====

Entry 3:
This record from OMol25 describes a cluster of 12 separate species, C4H35N2O12 in total. The level of theory is ωB97M-V with the def2-TZVPD basis set.

Geometry as XYZ:
```
53
Properties=species:S:1:pos:R:3:mulliken_charge:R:1
C -2.08689 1.22952 -1.00061 -0.64
O -1.45472 1.30981 -2.26276 -0.44
C -1.48423 0.02313 -0.17947 0.74
C -2.32213 -1.24054 -0.44478 -0.86
C -1.92097 -2.43957 0.38640 -0.83
N -1.10635 -2.00964 1.59103 0.12
N -0.11303 -0.20786 -0.53890 0.27
H -3.13519 1.10968 -1.25369 0.40
H -2.00479 2.11734 -0.36715 -0.01
H -0.88967 2.09276 -2.26761 0.29
H -1.51723 0.41464 0.83419 0.06
H -2.33543 -1.45460 -1.50156 0.35
H -3.30202 -0.80801 -0.26433 0.47
H -1.28782 -3.10676 -0.18361 0.34
H -2.77565 -2.98994 0.78847 0.46
H -0.82345 -2.78775 2.18296 0.32
H -1.82451 -1.55153 2.16318 0.39
H -0.40066 -1.31651 1.36449 0.10
H 0.48898 0.58206 -0.30254 -0.51
H 0.01780 -0.39762 -1.51915 0.08
H 3.74362 0.19704 -1.93692 0.29
H 2.46980 0.33449 -2.79329 0.31
O 2.81687 0.46451 -1.89624 -0.63
H 1.25053 0.29023 2.71824 0.30
H 1.44205 -1.12968 3.43719 0.23
O 1.02779 -0.65266 2.71822 -0.54
H 1.44369 0.09199 -5.06823 0.28
H 0.52701 1.12120 -4.40379 0.27
O 0.95274 0.26490 -4.24585 -0.55
H -1.45613 3.90678 1.28429 0.29
H -1.12505 4.15280 2.76038 0.27
O -0.98010 3.53829 2.03483 -0.55
H 2.06197 1.78875 -0.80830 0.45
H 1.33861 2.15235 0.54488 0.26
O 1.73779 2.52000 -0.25233 -0.69
H 0.05832 -1.95798 -3.34542 0.27
H -0.34044 -3.41464 -3.52693 0.27
O -0.39714 -2.68731 -2.89364 -0.52
H -2.00987 1.08482 3.32836 0.28
H -2.13322 -0.14020 4.22270 0.28
O -1.63094 0.20772 3.47705 -0.55
H 0.78204 3.37691 -1.64141 0.40
H -0.02547 4.61805 -2.03271 0.28
O 0.04756 3.67912 -2.22931 -0.67
H 2.33219 -3.15767 -1.39334 0.25
H 1.07559 -2.32944 -1.19941 0.29
O 1.77274 -2.78496 -0.70568 -0.63
H 2.77048 2.29658 2.93848 0.32
H 2.33128 1.55172 4.28217 0.27
O 2.04795 1.89038 3.43073 -0.64
H 0.93630 -4.63416 2.66935 0.29
H 2.18715 -4.07418 2.10460 0.26
O 1.28325 -3.80264 2.30379 -0.54
```

Output
DFT total energy = -32261.4079 eV
energy above the lowest of the compared OMol25 structures with the same formula, charge and spin = 38.8 kcal per mole
E_HOMO = -0.430 Ha
total charge = +1

=====

Entry 4:
This record from OMol25 describes a cluster of 6 separate species, C5H24N2O5 in total. The level of theory is ωB97M-V with the def2-TZVPD basis set.

Geometry as XYZ:
```
36
Properties=species:S:1:pos:R:3:mulliken_charge:R:1
C 0.95511 -0.91377 -1.58858 -1.37
N 0.35773 -1.65492 -0.48089 1.08
C 0.48876 -3.12874 -0.70419 -1.59
C 1.79269 -0.76284 1.47155 -1.41
C 0.44663 -1.16882 0.91369 0.29
C -0.48411 0.16668 0.91678 -0.77
N -1.56373 0.12207 1.94396 -0.42
H 0.60696 -1.42346 -2.48488 0.42
H 0.46207 0.05177 -1.57097 0.21
H 2.04067 -0.83309 -1.62665 0.29
H -0.46843 -3.58669 -0.43442 0.44
H 0.68130 -3.39011 -1.74181 0.29
H 1.42317 -3.49753 -0.24385 0.35
H 2.50354 -0.49824 0.66204 0.22
H 1.69387 0.22185 1.91619 0.29
H 2.48549 -1.40997 1.92085 0.51
H -0.12736 -1.83603 1.55693 0.33
H -0.97286 0.10915 -0.07173 0.02
H -0.02657 1.08976 1.03067 -0.76
H -1.13284 -0.30113 2.74412 0.25
H -2.48690 -0.07282 1.63109 0.48
H -3.98602 0.81455 -0.24555 0.29
H -4.21358 -0.75114 -0.48290 0.54
O -4.18546 -0.04791 0.17660 -1.01
H 4.36716 1.71533 -1.06278 0.32
H 3.41851 2.95555 -0.66393 0.29
O 3.47913 2.02328 -0.88172 -0.61
H 0.73725 2.11740 1.43412 0.43
H -0.08605 3.11212 1.95457 0.22
O 0.75041 3.07969 1.46820 -0.62
H -1.39217 -0.73591 -4.10577 0.45
H 0.06387 -0.35533 -4.72711 0.35
O -0.87929 -0.21139 -4.72382 -0.91
H -3.04671 3.04412 2.15404 0.40
H -1.51259 2.67296 2.15589 0.35
O -2.18964 3.28357 1.79028 -0.64
```

Output
expectation value of S² = 0.750
DFT total energy = -18788.4735 eV
energy above the lowest of the compared OMol25 structures with the same formula, charge and spin = 0.0 kcal per mole
E_HOMO (spin up / spin down) = 0.028 / -0.191 Ha
total charge = -1
2S+1 = 2